# 1
C20H22CdN2 | wB97M-V/def2-TZVPD

## Properties
LUMO energy = -0.772 eV
gap between HOMO and LUMO = 0.2115 Ha

Element x y z (Å)
C 1.090637 1.934215 -1.548511
C 1.368822 -0.484914 -3.203758
C 2.480051 2.273338 -1.417134
H 0.397433 2.478880 -0.899162
C 2.214331 -0.870508 -2.139813
H 0.901063 -1.285496 -3.796300
H 2.641731 3.142259 -2.112768
H 2.254772 -1.947799 -1.913174
C 3.599999 1.343155 -1.930222
H 4.545100 1.674892 -1.474454
H 3.718389 1.558775 -2.999545
C 0.718734 2.028770 -3.042481
H 1.091246 2.971202 -3.482480
H -0.373838 2.027492 -3.168221
C 1.339045 0.874141 -3.897665
H 2.324825 1.171327 -4.299761
H 0.685410 0.743692 -4.779604
C 3.520227 -0.179017 -1.784348
H 4.313733 -0.609482 -2.424780
H 3.808346 -0.460983 -0.760523
Cd 0.365758 -0.325950 -1.367440
H 2.654709 2.845701 -0.482437
C 0.067953 -1.158810 4.946430
C 1.101778 -1.024142 4.004692
C 0.809318 -0.769514 2.667948
C -0.541670 -0.643604 2.264448
C -1.575608 -0.764472 3.210961
C -1.271299 -1.030765 4.546430
N -0.852051 -0.403449 0.915252
N -2.110590 -0.190592 0.731097
C -2.569141 -0.078006 -0.569568
C -3.986114 0.079884 -0.730657
C -4.521113 0.203325 -2.007768
C -3.677252 0.187401 -3.128716
C -2.275979 0.032737 -2.957941
C -1.734528 -0.104204 -1.689632
H 0.306174 -1.362532 5.992394
H 2.141799 -1.120974 4.324051
H 1.575618 -0.654114 1.897405
H -2.603792 -0.649671 2.870382
H -2.085516 -1.135295 5.263963
H -4.587909 0.087566 0.182464
H -5.602654 0.310510 -2.127252
H -4.090053 0.292469 -4.138760
H -1.631417 0.013284 -3.841803

Forces on the atoms, in the same order (eV/Å):
C -2.264 -1.392 -0.887
C 2.552 -1.289 -2.141
C 1.976 2.790 0.057
H 0.284 0.102 -0.271
C 1.682 -0.320 -2.576
H -0.094 0.231 0.647
H 0.078 -0.137 0.253
H -0.243 0.299 -0.159
C 0.470 0.077 -0.093
H -0.187 -0.149 -0.106
H 0.072 -0.081 0.289
C -0.400 0.000 0.846
H -0.094 -0.175 0.106
H 0.273 -0.097 -0.017
C -0.631 -0.424 -0.449
H -0.418 -0.339 0.433
H 0.360 0.052 0.227
C -0.124 0.293 0.927
H -0.427 0.016 0.126
H -0.181 -0.006 -0.140
Cd -2.961 2.291 3.106
H 0.415 -1.215 0.180
C -0.037 0.063 -0.301
C -0.205 -0.043 0.204
C -0.981 0.072 -0.476
C 0.256 0.073 1.407
C 0.381 -0.147 0.403
C 0.361 0.086 -0.360
N -2.447 -0.038 -1.190
N 2.445 -0.456 0.765
C -1.429 0.416 -1.479
C 1.255 -0.129 0.368
C 0.000 -0.018 0.037
C 0.767 -0.038 0.160
C -1.511 0.138 -0.153
C 0.600 -0.452 0.027
H -0.046 0.056 -0.340
H -0.339 0.035 -0.102
H -0.091 -0.039 0.346
H 0.361 -0.104 0.230
H 0.286 0.021 -0.116
H 0.013 0.044 -0.418
H 0.389 -0.021 -0.019
H 0.088 -0.054 0.437
H -0.255 0.008 0.215

Löwdin population analysis, charges in e, atoms 1 to 6: C -0.35; C -0.28; C -0.31; H 0.06; C -0.30; H 0.10

---

# 2
C20H22CoIN3O | wB97M-V/def2-TZVPD

## Properties
multiplicity = 5
LUMO energy (alpha / beta) = -2.662 / -4.764 eV
total charge = +1
gap between HOMO and LUMO (alpha / beta) = 0.3062 / 0.2297 Ha

Element x y z (Å)
Co -0.040062 -0.136542 0.335569
N -0.381032 -2.178173 0.012321
C 0.158262 -2.633429 -1.264085
C -0.614395 -3.530168 -1.988930
C -0.204903 -3.986925 -3.228234
C 0.997817 -3.534308 -3.743390
C 1.765805 -2.642712 -3.016017
C 1.383490 -2.169034 -1.755790
C 2.289128 -1.176954 -1.089639
C 3.666954 -1.338991 -1.271457
C 4.565730 -0.361920 -0.875505
C 4.094550 0.807958 -0.300397
C 2.732335 0.938871 -0.062187
C 1.799247 -0.045887 -0.410307
H -1.364074 -2.430955 0.037659
H 0.057284 -2.680437 0.782179
H -1.552647 -3.879403 -1.570123
H -0.819623 -4.683112 -3.781882
H 1.334129 -3.864432 -4.717049
H 2.684197 -2.268019 -3.446902
H 4.042144 -2.244954 -1.732064
H 5.626993 -0.509274 -1.026917
H 4.781091 1.595694 -0.015696
H 2.398805 1.842921 0.448148
C -2.883648 0.108047 2.239543
C -1.597731 0.146788 2.973994
C -1.434729 0.206370 4.402532
C -0.098320 0.160198 4.635568
C 0.540617 0.077654 3.351935
C 1.996444 -0.010587 3.110014
N -0.393534 0.078012 2.359934
H -3.668914 0.597437 2.813025
H -3.193371 -0.933160 2.095693
H -2.799547 0.577533 1.260196
H -2.239115 0.271880 5.117451
H 0.418236 0.181858 5.581712
H 2.532114 -0.120235 4.050002
H 2.355930 0.889108 2.606924
H 2.242838 -0.846142 2.451324
N 0.023356 2.404529 -1.549309
C -1.209182 2.013839 -1.250213
O -1.432703 1.006567 -0.550735
C -2.352984 2.813812 -1.778219
I -3.036920 4.116909 -0.230282
H 0.806616 1.823298 -1.267660
H 0.201605 3.210483 -2.123472
H -3.180339 2.158214 -2.024470
H -2.082545 3.431877 -2.627295

Forces on the atoms, in the same order (eV/Å):
Co -0.172 -0.169 0.192
N 0.078 0.057 -0.051
C -0.038 0.009 -0.059
C -0.036 -0.005 0.002
C -0.005 -0.009 -0.002
C 0.016 -0.001 -0.025
C -0.017 -0.008 0.006
C 0.003 0.026 0.058
C 0.077 -0.011 -0.094
C -0.022 -0.053 -0.015
C -0.013 0.008 0.001
C -0.032 -0.007 0.005
C 0.095 0.011 0.094
C 0.062 0.098 0.074
H -0.007 -0.018 0.073
H 0.069 0.026 -0.017
H 0.012 0.005 -0.006
H -0.002 0.003 0.003
H 0.004 0.005 0.007
H -0.005 -0.011 -0.007
H 0.013 0.019 0.008
H -0.006 -0.008 -0.008
H -0.004 -0.013 -0.001
H -0.016 -0.036 -0.034
C 0.042 0.017 0.001
C -0.124 0.040 -0.035
C -0.012 -0.004 -0.061
C 0.037 0.034 -0.005
C -0.021 -0.061 0.022
C -0.027 0.007 0.014
N 0.138 -0.013 0.094
H 0.000 -0.001 -0.003
H -0.005 0.005 0.002
H -0.007 -0.012 0.027
H 0.000 -0.002 -0.016
H 0.000 -0.001 -0.013
H 0.004 -0.016 -0.011
H 0.004 0.004 0.007
H -0.003 0.012 -0.016
N -0.080 0.045 -0.076
C 0.242 0.062 -0.181
O -0.152 -0.063 -0.003
C -0.106 0.109 0.069
I 0.010 -0.017 -0.008
H 0.075 -0.057 0.017
H -0.079 0.017 -0.020
H 0.006 -0.023 -0.005
H 0.005 0.003 -0.003

Löwdin population analysis, charges in e, atoms 1 to 6: Co 0.74; N 0.05; C -0.23; C -0.04; C -0.07; C -0.06

---

# 3
C20H22F3IN2OS | wB97M-V/def2-TZVPD

## Properties
LUMO energy = -1.850 eV
gap between HOMO and LUMO = 0.1467 Ha

Element x y z (Å)
C 1.792632 -3.571579 0.657251
N 2.350726 -2.256821 0.916629
C 1.742503 -1.070492 0.848887
C 0.247390 -0.892079 0.679597
N 2.631775 -0.122250 1.197277
C 2.424534 1.302477 1.227602
C 3.834012 -0.730402 1.587183
C 3.653020 -2.093037 1.403848
C 4.395422 -3.043310 2.093938
C 5.329094 -2.569972 3.030448
C 5.496879 -1.200096 3.230997
C 4.775700 -0.255679 2.492803
H 2.633790 -4.263929 0.666314
H 1.046370 -3.870448 1.400877
H 1.326731 -3.607444 -0.324194
H -0.099303 -0.232615 1.488943
H -0.220345 -1.884322 0.682510
H 3.367554 1.773491 1.487010
H 2.075851 1.665918 0.255504
H 1.666269 1.599390 1.963612
H 4.188723 -4.103589 1.950136
H 5.901770 -3.278341 3.627222
H 6.183917 -0.863489 4.005718
H 4.880194 0.816259 2.642118
C -4.712044 1.848914 -3.198420
C -3.172663 2.121948 -3.073830
C -2.785966 3.630074 -2.919904
C -2.818683 1.562603 -1.521638
C -2.042933 0.504383 -0.967825
I -0.809400 2.776950 0.906707
C -2.537529 -0.162991 0.161911
C -3.324080 0.514926 1.084759
C -3.845331 1.756468 0.710240
C -3.628428 2.215263 -0.582204
O -2.826526 1.732201 -4.269081
S -0.046796 -0.106840 -0.819019
C -0.328699 -1.543616 -2.048819
F 0.227986 -1.139857 -3.211140
F 0.299581 -2.697539 -1.691985
F -1.608716 -1.870797 -2.284540
H -5.306152 2.098795 -2.317088
H -5.093302 2.388666 -4.067921
H -4.840599 0.780525 -3.406331
H -3.400981 4.163280 -2.188367
H -1.740100 3.686275 -2.615380
H -2.897707 4.120447 -3.889877
H -2.273469 -1.198015 0.396622
H -3.535686 0.083989 2.061012
H -4.441529 2.343102 1.391400
H -4.135465 3.143185 -0.851495

Forces on the atoms, in the same order (eV/Å):
C -0.232 -0.417 -0.202
N 0.163 -0.287 -0.222
C 0.609 0.241 0.486
C 0.822 -1.248 1.320
N -0.010 -0.683 -0.345
C -0.452 0.986 0.056
C -0.914 -0.375 0.554
C -0.741 0.009 0.656
C 0.871 -0.090 0.449
C -0.611 -0.721 -0.861
C -0.038 0.902 -0.392
C 0.650 0.004 0.243
H -0.322 -0.045 0.003
H 0.274 0.124 0.065
H 0.246 -0.030 0.252
H -0.319 -0.085 -0.208
H 0.036 0.344 0.376
H 0.005 0.029 -0.123
H 0.109 -0.034 0.234
H 0.105 -0.159 -0.210
H 0.235 0.277 0.253
H -0.174 0.166 -0.173
H -0.122 0.001 -0.271
H 0.078 -0.281 0.227
C -0.551 -0.095 1.109
C -1.329 1.977 -1.668
C -0.355 0.058 0.135
C 2.333 -1.704 -0.549
C -3.486 0.909 1.411
I 1.490 0.176 0.536
C 0.431 -0.156 0.697
C -0.861 0.014 -0.643
C 0.477 -0.506 -0.342
C -0.833 -0.463 0.696
O 2.567 -1.543 0.566
S -1.315 1.949 -4.506
C 0.120 -0.298 -1.168
F -0.549 -0.161 1.071
F -0.251 0.625 0.042
F 1.080 0.465 0.479
H -0.266 0.034 0.030
H 0.229 0.091 0.180
H 0.117 0.166 0.108
H 0.278 0.157 -0.132
H 0.009 0.106 0.004
H -0.046 -0.183 0.071
H 0.305 0.314 0.038
H -0.097 -0.101 -0.296
H 0.071 0.093 0.133
H 0.160 -0.554 -0.169

Löwdin population analysis, charges in e, atoms 1 to 6: C 0.03; N 0.01; C -0.20; C -0.34; N 0.01; C -0.05

---

# 4
C20H22GeInN3O4S3Se | wB97M-V/def2-TZVPD

## Properties
LUMO energy = -2.693 eV
gap between HOMO and LUMO = 0.1955 Ha

Element x y z (Å)
In -0.343413 0.672120 -0.000112
O -1.557226 -2.316826 -6.056420
C -2.480258 -2.149222 -5.253552
O -3.699716 -2.347932 -5.304848
C -2.012416 -1.572146 -3.892021
C -2.922215 -1.393045 -2.855426
C -2.488888 -0.919349 -1.642002
N -1.195117 -0.608877 -1.439430
C -0.291699 -0.739886 -2.448983
C -0.677479 -1.235602 -3.670289
C 1.161197 -0.322470 -2.191268
O 2.015553 -0.564454 -2.995414
O 1.385691 0.245031 -1.005391
H -3.962051 -1.632852 -3.031446
H -3.160817 -0.777453 -0.804648
H 0.051290 -1.366635 -4.458547
C 0.134869 4.335458 3.991910
Ge 1.535437 3.130597 4.606080
C 1.391423 2.753561 6.515422
C 3.321812 3.762148 4.146092
C 1.227677 1.384868 3.705194
Se 1.757163 1.394856 1.827791
C 3.327598 0.269100 1.914969
H 0.386705 5.370195 4.224275
H -0.811457 4.094371 4.476789
H -0.003507 4.249504 2.913641
H 1.535878 3.660180 7.103346
H 2.146011 2.027393 6.818596
H 0.406667 2.349613 6.751827
H 3.464631 4.779740 4.509924
H 3.469002 3.766672 3.065847
H 4.084211 3.128941 4.601106
H 0.158297 1.176106 3.725824
H 1.746296 0.567064 4.203396
H 4.055138 0.756349 2.558958
H 3.706196 0.186965 0.899623
H 3.067368 -0.713725 2.297402
S -6.709933 2.235192 0.501446
C -5.110490 2.440624 0.771139
S -3.935771 2.802889 -0.477778
C -2.663584 2.710377 0.695283
N -3.049610 2.453567 1.890054
N -4.409445 2.330322 1.943687
C -4.981883 2.076998 3.231301
C -4.423414 1.088239 4.025947
C -4.962856 0.838403 5.277422
C -6.050061 1.575208 5.725498
C -6.584630 2.577046 4.928584
C -6.051559 2.836265 3.675540
S -0.957865 2.953953 0.274545
H -3.570718 0.529851 3.663929
H -4.534210 0.065454 5.901222
H -6.476129 1.371962 6.698846
H -7.418707 3.166901 5.283899
H -6.456005 3.620223 3.052490

Forces on the atoms, in the same order (eV/Å):
In 1.069 0.433 0.183
O 0.153 -0.034 -0.143
C 0.008 0.034 -0.050
O -0.225 -0.042 -0.009
C 0.091 0.033 0.188
C -0.074 -0.019 0.081
C -0.010 -0.026 -0.017
N 0.115 0.163 -0.026
C -0.015 -0.001 0.045
C 0.093 -0.035 0.002
C 0.053 -0.318 0.508
O -0.077 0.114 -0.083
O -0.273 -0.097 -0.565
H 0.006 -0.052 -0.043
H 0.005 0.015 0.001
H -0.055 -0.007 -0.045
C 0.008 0.030 -0.018
Ge 0.042 -0.087 0.060
C -0.012 0.039 0.010
C 0.001 -0.006 -0.014
C -0.151 0.120 0.005
Se -0.351 -0.097 -0.011
C -0.084 -0.199 -0.080
H -0.001 -0.004 0.007
H -0.005 -0.017 -0.015
H 0.012 0.015 -0.006
H -0.001 0.001 -0.009
H 0.001 0.001 0.005
H 0.001 -0.002 0.005
H 0.004 -0.007 0.004
H 0.003 0.019 -0.008
H 0.003 -0.002 -0.002
H 0.010 -0.055 0.042
H 0.017 -0.039 -0.082
H -0.008 0.032 -0.007
H 0.004 0.010 -0.004
H 0.010 0.008 0.013
S -0.008 0.024 -0.010
C -0.003 -0.073 0.051
S -0.027 0.022 -0.028
C 0.198 -0.030 -0.140
N 0.029 0.001 0.073
N -0.010 0.093 -0.026
C 0.007 -0.017 0.017
C -0.019 -0.009 -0.033
C 0.009 0.010 0.010
C 0.015 -0.002 0.012
C -0.001 0.000 -0.006
C 0.025 0.022 0.030
S -0.526 0.098 0.153
H -0.018 -0.026 -0.001
H -0.009 -0.007 -0.001
H 0.003 0.009 0.004
H -0.010 -0.009 -0.006
H -0.024 -0.027 -0.020

Löwdin population analysis, charges in e, atoms 1 to 6: In 0.72; O -0.01; C -0.70; O -0.02; C -0.04; C 0.03

---

| no. | DFT total energy (Eh) |
| --- | --- |
| 1 | -1052.33749 |
| 2 | -2695.10285 |
| 3 | -1955.22636 |
| 4 | -7103.57886 |